Below is 3 unconnected molecules or ions with the total composition C37H65BN3O13P2, with properties calculated with ωB97M-V with the def2-TZVPD basis set.

The calculation puts the HOMO-LUMO gap at 7.88 eV.

Geometry as ORCA input:
```
! wB97M-V def2-TZVPD RIJCOSX def2/J DEFGRID3
* xyz 1 1
C -0.552 5.917 1.877
C -1.760 5.043 2.436
C -1.874 3.797 1.488
O -2.467 2.635 2.102
C -2.149 1.508 1.272
C -0.780 0.805 1.638
C -0.627 -0.604 0.911
C -0.390 -1.806 1.894
C 0.445 -2.888 1.391
C 0.726 -3.999 2.329
C 0.125 -3.784 3.635
C -0.688 -2.648 4.004
N -0.919 -1.651 3.122
N -1.569 -0.751 -0.234
C -1.248 -1.877 -1.198
C -1.694 -1.554 -2.681
C -0.495 -1.318 -3.669
C -1.141 -0.714 -5.007
C 0.565 -0.250 -3.170
C 1.898 -1.061 -2.796
C 2.578 -0.548 -1.482
C 3.863 -0.976 -1.184
C 4.958 0.101 -0.777
C 4.311 -2.488 -1.204
C -3.041 -0.542 -0.014
C -3.987 -1.791 -0.155
C -3.837 -3.069 0.694
O -3.334 -2.975 2.033
C -3.312 -4.288 2.533
O -2.451 -5.077 2.305
C -3.413 0.526 1.107
B -4.518 1.584 0.529
O -5.700 1.951 1.205
O -4.278 2.268 -0.689
C -3.989 0.006 2.454
C -5.276 -0.705 2.582
C -5.756 -1.158 3.886
C -4.889 -0.839 5.015
N -3.727 -0.153 4.973
C -3.326 0.238 3.742
H -0.446 6.871 2.446
H -0.741 6.107 0.784
H 0.392 5.304 1.935
H -2.695 5.643 2.319
H -1.581 4.743 3.498
H -0.830 3.572 1.113
H -2.476 4.083 0.582
H -2.010 1.940 0.231
H 0.009 1.502 1.224
H -0.550 0.754 2.726
H 0.383 -0.508 0.408
H 0.884 -2.930 0.367
H 1.357 -4.871 2.068
H 0.312 -4.565 4.411
H -1.141 -2.575 5.022
H -1.283 0.054 -0.824
H -0.121 -1.885 -1.226
H -1.542 -2.878 -0.818
H -2.261 -2.448 -3.070
H -2.405 -0.690 -2.756
H -0.054 -2.322 -3.910
H -0.320 -0.402 -5.693
H -1.864 -1.441 -5.450
H -1.734 0.181 -4.663
H 0.736 0.500 -3.975
H 0.236 0.237 -2.206
H 1.641 -2.149 -2.626
H 2.585 -1.014 -3.679
H 2.069 0.135 -0.748
H 5.686 -0.341 -0.048
H 4.403 0.944 -0.280
H 5.447 0.420 -1.728
H 3.891 -3.069 -0.336
H 5.429 -2.593 -1.105
H 4.051 -3.030 -2.156
H -3.356 0.021 -0.951
H -5.033 -1.389 -0.044
H -3.967 -2.105 -1.239
H -4.862 -3.553 0.768
H -3.221 -3.851 0.156
H -4.205 -4.596 3.148
H -6.488 1.802 0.656
H -5.087 2.740 -0.962
H -5.932 -0.906 1.710
H -6.716 -1.706 3.956
H -5.232 -1.206 6.017
H -2.368 0.811 3.721
C 9.299 -4.327 2.372
O 8.001 -4.135 2.932
P 7.374 -2.672 2.918
O 7.761 -1.828 1.776
O 7.726 -2.067 4.351
C 9.091 -1.789 4.648
O 5.825 -2.978 3.044
C 4.913 -1.937 2.709
H 9.394 -5.372 2.082
H 9.449 -3.705 1.489
H 10.063 -4.100 3.117
H 9.640 -1.485 3.754
H 9.556 -2.675 5.083
H 9.132 -0.980 5.376
H 4.437 -2.170 1.756
H 5.410 -0.970 2.628
H 4.151 -1.877 3.485
C 0.292 4.997 -6.781
O -0.089 5.011 -5.405
P -1.465 4.329 -4.989
O -1.868 3.168 -5.800
O -2.517 5.525 -4.956
C -2.871 6.145 -6.190
O -1.231 4.034 -3.449
C -2.101 3.108 -2.810
H 1.374 5.102 -6.836
H 0.008 4.061 -7.264
H -0.168 5.836 -7.304
H -2.849 5.432 -7.016
H -2.182 6.967 -6.394
H -3.878 6.549 -6.101
H -1.549 2.183 -2.620
H -2.980 2.885 -3.415
H -2.425 3.527 -1.858
*
```

Below is a molecular structure, C37H65ClN8OS2Si4Y, with properties calculated with ωB97M-V with the def2-TZVPD basis set.

The calculation puts the HOMO-LUMO gap at 6.49 eV.

Geometry as ORCA input:
```
! wB97M-V def2-TZVPD RIJCOSX def2/J DEFGRID3
* xyz -1 1
Y -1.168 -0.988 0.233
C -1.055 -1.045 -4.640
C -1.370 -0.577 -3.242
N -0.699 -1.054 -2.250
N 0.201 -2.078 -2.635
C -0.179 -3.226 -2.190
S -1.553 -3.614 -1.233
S 0.842 -4.629 -2.586
C 1.964 -3.939 -3.823
C 1.395 -3.676 -5.198
C 0.313 -4.378 -5.713
C -0.155 -4.113 -6.993
C 0.451 -3.142 -7.777
C 1.534 -2.436 -7.270
C 1.997 -2.703 -5.991
C -2.573 0.237 -3.060
C -3.073 1.007 -4.121
C -4.351 1.518 -4.121
C -5.199 1.193 -3.060
C -4.731 0.467 -1.992
C -3.382 0.055 -1.908
O -2.945 -0.490 -0.809
H -1.366 -2.088 -4.736
H 0.018 -1.027 -4.819
H -1.577 -0.468 -5.395
H 2.787 -4.655 -3.890
H 2.353 -3.004 -3.424
H -0.180 -5.117 -5.095
H -1.008 -4.661 -7.373
H 0.077 -2.928 -8.770
H 2.009 -1.666 -7.865
H 2.831 -2.135 -5.591
H -2.432 1.216 -4.968
H -4.698 2.128 -4.944
H -6.231 1.524 -3.069
H -5.375 0.220 -1.160
C 2.292 -0.333 -1.402
N 2.912 -1.485 -0.806
C 4.161 -1.952 -1.359
C 4.498 -3.110 -0.436
N 3.197 -3.494 0.073
C 3.107 -4.672 0.905
C 2.264 -2.487 -0.096
N 1.051 -2.390 0.305
C 0.480 -3.263 1.330
C 0.683 -2.690 2.741
N 0.853 -1.259 2.618
C 1.663 -0.667 3.403
N 2.130 -1.085 4.648
C 1.231 -1.717 5.598
C 3.011 -0.063 5.197
C 3.424 0.720 3.961
N 2.296 0.521 3.069
C 2.545 0.748 1.658
H 2.942 0.535 -1.259
H 1.344 -0.127 -0.919
H 2.098 -0.478 -2.468
H 4.913 -1.161 -1.340
H 4.046 -2.290 -2.396
H 5.163 -2.796 0.381
H 4.971 -3.939 -0.965
H 4.107 -5.102 0.973
H 2.447 -5.425 0.472
H 2.780 -4.444 1.920
H 0.815 -4.297 1.288
H -0.586 -3.341 1.124
H 1.572 -3.140 3.209
H -0.195 -2.966 3.330
H 0.332 -2.062 5.099
H 0.929 -0.997 6.366
H 1.715 -2.567 6.084
H 3.858 -0.506 5.724
H 2.457 0.571 5.900
H 4.343 0.305 3.521
H 3.587 1.779 4.164
H 3.148 1.646 1.550
H 1.600 0.900 1.140
H 3.064 -0.106 1.208
Cl -2.548 -1.788 2.243
C -1.408 4.021 4.229
Si -1.637 2.235 3.633
C -3.391 1.744 4.137
C -0.567 1.227 4.825
Si -1.227 1.907 1.329
Si 0.301 3.651 0.904
C -0.348 5.428 0.804
C 1.702 3.826 2.194
C 1.131 3.369 -0.778
Si -3.219 2.967 0.629
C -3.116 3.464 -1.193
C -4.715 1.853 0.917
C -3.736 4.585 1.485
H -1.611 4.075 5.304
H -2.087 4.707 3.722
H -0.387 4.375 4.064
H -3.446 1.680 5.229
H -3.649 0.766 3.724
H -4.141 2.463 3.808
H -0.910 1.401 5.851
H 0.488 1.498 4.759
H -0.673 0.163 4.600
H -0.728 5.762 1.771
H -1.143 5.547 0.068
H 0.478 6.090 0.521
H 1.580 4.759 2.750
H 1.701 3.007 2.916
H 2.684 3.861 1.712
H 0.377 3.381 -1.571
H 1.638 2.404 -0.826
H 1.864 4.153 -0.994
H -2.701 2.677 -1.822
H -2.485 4.349 -1.308
H -4.109 3.710 -1.581
H -4.474 0.802 0.756
H -5.541 2.134 0.257
H -5.060 1.956 1.946
H -4.597 4.991 0.943
H -2.957 5.346 1.490
H -4.050 4.410 2.516
*
```